[1]
Formula: C6H15BN3
Source: the Open Molecules 2025 dataset
Level of theory: ωB97M-V/def2-TZVPD

Computed properties:
Highest occupied orbital energy   -12.28 eV
E_LUMO   -2.901 eV
Relative energy (zero: lowest compared OMol25 entry of this formula, charge and spin)   117.3 kJ/mol
HOMO-LUMO gap   9.38 eV
Structure (SMILES)   CNB[C@@H]1N(C)C=C[N@H+]1C

```
! wB97M-V def2-TZVPD RIJCOSX def2/J DEFGRID3
* xyz 1 1
C -3.092 -0.569 0.503
N -2.231 -0.662 -0.694
B -0.884 -0.503 -1.013
C 0.254 -0.111 -0.019
N 0.562 1.266 -0.376
C -0.383 2.214 0.170
C 1.930 1.364 -0.568
C 2.532 0.185 -0.644
N 1.521 -0.891 -0.277
C 1.778 -1.690 0.981
H -4.114 -0.902 0.314
H -2.582 -1.119 1.327
H -3.136 0.471 0.817
H -2.779 -0.423 -1.561
H -0.472 -0.721 -2.055
H 0.145 -0.176 1.055
H -1.272 2.150 -0.430
H -0.689 1.993 1.239
H 0.066 3.161 0.106
H 2.402 2.243 -0.640
H 3.509 -0.047 -0.949
H 1.429 -1.654 -1.119
H 2.045 -1.057 1.846
H 0.794 -2.166 1.247
H 2.668 -2.359 0.738
*
```

***

[2]
Formula: C5H9NO
Source: the Open Molecules 2025 dataset
Level of theory: ωB97M-V/def2-TZVPD

Computed properties:
Highest occupied orbital energy   -9.74 eV
E_LUMO   0.879 eV
Relative energy (zero: lowest compared OMol25 entry of this formula, charge and spin)   328.8 kJ/mol
HOMO-LUMO gap   10.62 eV
Structure (SMILES)   [H]/N=C(\C)[C@H]1O[C@@H]1C

```
! wB97M-V def2-TZVPD RIJCOSX def2/J DEFGRID3
* xyz 0 1
H -2.501 0.236 2.291
N -2.043 0.738 1.442
C -1.195 0.022 0.824
C -0.753 -1.419 1.013
C -0.470 0.548 -0.346
O -0.001 1.858 -0.460
C 0.945 0.879 -0.473
C 1.687 0.473 -1.670
H 0.360 -1.227 1.212
H -0.812 -1.886 -0.086
H -1.218 -1.954 1.922
H -1.087 0.253 -1.249
H 1.468 0.784 0.492
H 1.406 0.948 -2.635
H 1.878 -0.673 -1.855
H 2.734 0.850 -1.653
*
```

***

[3]
Formula: C5H12N4
Source: the Open Molecules 2025 dataset
Level of theory: ωB97M-V/def2-TZVPD

Computed properties:
Highest occupied orbital energy   -8.74 eV
E_LUMO   1.020 eV
Relative energy (zero: lowest compared OMol25 entry of this formula, charge and spin)   300.7 kJ/mol
HOMO-LUMO gap   9.75 eV
Structure (SMILES)   C=NC(=C)C.C/N=N/N

```
! wB97M-V def2-TZVPD RIJCOSX def2/J DEFGRID3
* xyz 0 1
C 1.426 -0.410 -1.589
N 1.664 0.514 -0.775
C 1.321 0.488 0.564
C 1.639 -0.532 1.361
C 0.689 1.757 1.051
H 0.853 -1.312 -1.357
H 1.793 -0.307 -2.601
H 2.125 -1.415 0.979
H 1.494 -0.481 2.427
H -0.318 1.834 0.643
H 1.267 2.610 0.708
H 0.634 1.766 2.134
C -1.984 0.497 -1.503
N -1.658 -0.022 -0.205
N -1.527 -1.274 -0.174
N -1.278 -1.786 1.017
H -2.199 -0.293 -2.229
H -1.142 1.097 -1.856
H -2.847 1.154 -1.396
H -0.917 -2.723 1.018
H -1.033 -1.161 1.782
*
```

***

[4]
Formula: C3H13N2P3
Source: the Open Molecules 2025 dataset
Level of theory: ωB97M-V/def2-TZVPD

Computed properties:
Highest occupied orbital energy   -8.42 eV
E_LUMO   0.872 eV
Relative energy (zero: lowest compared OMol25 entry of this formula, charge and spin)   0.0 kJ/mol
HOMO-LUMO gap   9.30 eV
Structure (SMILES)   CN(N)CC(P)(P)P

```
! wB97M-V def2-TZVPD RIJCOSX def2/J DEFGRID3
* xyz 0 1
C -2.596 1.191 -0.409
N -1.408 0.347 0.065
N -1.801 -1.038 0.331
C -0.246 0.330 -0.833
C 1.052 0.008 0.136
P 2.339 1.151 -0.480
P 0.603 0.622 1.827
P 1.447 -1.811 0.079
H -2.482 2.103 0.071
H -2.653 1.237 -1.495
H -3.496 0.795 -0.103
H -2.227 -1.417 -0.460
H -0.981 -1.458 0.763
H -0.309 -0.530 -1.522
H 0.025 1.312 -1.441
H 3.275 0.404 0.123
H 2.368 0.392 -1.738
H 1.955 0.609 2.465
H 0.267 -0.546 2.457
H 2.420 -1.749 -0.957
H 2.448 -1.953 1.120
*
```

***

[5]
Formula: C2H8S2
Source: the Open Molecules 2025 dataset
Level of theory: ωB97M-V/def2-TZVPD

Computed properties:
Highest occupied orbital energy   -9.07 eV
E_LUMO   0.780 eV
Relative energy (zero: lowest compared OMol25 entry of this formula, charge and spin)   119.0 kJ/mol
HOMO-LUMO gap   9.85 eV
Structure (SMILES)   CCS.S

```
! wB97M-V def2-TZVPD RIJCOSX def2/J DEFGRID3
* xyz 0 1
C -0.963 1.074 1.191
C -1.477 1.797 -0.124
S -0.068 1.253 -1.388
H -1.546 0.144 1.422
H 0.127 0.822 1.197
H -1.156 1.729 2.100
H -1.372 2.900 -0.015
H -2.341 1.294 -0.561
H -0.507 0.255 -1.912
S 1.305 -2.527 0.810
H 1.572 -1.326 0.386
H 0.083 -2.654 0.222
*
```

***

[6]
Formula: C5H11EuO4
Source: the Open Molecules 2025 dataset
Level of theory: ωB97M-V/def2-TZVPD

Computed properties:
Expectation value of S²   20.01
Highest occupied orbital energy (alpha / beta)   -5.82 / -8.15 eV
E_LUMO (alpha / beta)   0.063 / -1.583 eV
Relative energy (zero: lowest compared OMol25 entry of this formula, charge and spin)   126.0 kJ/mol
HOMO-LUMO gap (alpha / beta)   5.88 / 6.57 eV

```
! wB97M-V def2-TZVPD RIJCOSX def2/J DEFGRID3
* xyz 0 9
C -3.241 1.576 -2.186
O -2.760 0.564 -1.409
H -4.117 1.153 -2.726
H -3.635 2.418 -1.591
H -2.505 1.929 -2.931
O 3.473 -1.153 1.251
C 2.727 -2.262 0.939
C 1.302 -1.804 0.123
O 0.764 -0.750 0.875
C -0.354 0.234 0.246
C -0.250 1.562 1.004
O 1.056 1.923 1.309
Eu 2.534 0.589 1.694
H 2.403 -2.805 1.850
H 3.248 -2.969 0.265
H 0.609 -2.658 0.067
H 1.553 -1.442 -0.889
H -1.263 -0.295 0.578
H 0.062 0.395 -0.766
H -0.865 1.466 1.923
H -0.739 2.330 0.374
*
```

***

[7]
Formula: H6O3
Source: the Open Molecules 2025 dataset
Level of theory: ωB97M-V/def2-TZVPD

Computed properties:
Highest occupied orbital energy   -11.43 eV
E_LUMO   0.550 eV
Relative energy (zero: lowest compared OMol25 entry of this formula, charge and spin)   56.6 kJ/mol
HOMO-LUMO gap   11.98 eV
Structure (SMILES)   O.O.O

```
! wB97M-V def2-TZVPD RIJCOSX def2/J DEFGRID3
* xyz 0 1
O 1.583 -0.453 0.110
H 1.959 -0.352 0.984
H 2.273 -0.875 -0.401
O -0.429 3.484 -0.833
H 0.178 4.149 -1.158
H 0.089 2.679 -0.807
O -2.184 -2.764 0.926
H -1.617 -2.215 0.384
H -1.852 -3.652 0.796
*
```

***

[8]
Formula: C38H39N4O4P2ReS
Source: the Open Molecules 2025 dataset
Level of theory: ωB97M-V/def2-TZVPD

Computed properties:
Expectation value of S²   4.08
Highest occupied orbital energy (alpha / beta)   -16.53 / -16.73 eV
E_LUMO (alpha / beta)   -11.607 / -10.878 eV
Relative energy (zero: lowest compared OMol25 entry of this formula, charge and spin)   79.1 kJ/mol
HOMO-LUMO gap (alpha / beta)   4.92 / 5.85 eV

```
! wB97M-V def2-TZVPD RIJCOSX def2/J DEFGRID3
* xyz 3 4
Re 0.938 0.966 0.764
C 2.166 1.310 3.866
P 0.490 0.941 3.224
C 0.183 -0.812 3.558
C 1.129 -1.733 3.082
C 0.950 -3.089 3.301
C -0.176 -3.530 3.988
C -1.114 -2.620 4.460
C -0.943 -1.257 4.244
C -0.689 1.940 4.133
C -2.011 2.000 3.681
C -2.963 2.698 4.403
C -2.601 3.342 5.581
C -1.289 3.286 6.032
C -0.328 2.591 5.313
C 3.160 1.268 2.749
C 4.493 1.180 2.727
C 4.947 1.348 1.317
C 3.868 1.526 0.548
C 3.709 1.825 -0.912
P 1.942 1.656 -1.374
C 1.303 3.268 -1.814
C 1.823 3.947 -2.915
C 1.338 5.209 -3.218
C 0.339 5.783 -2.436
C -0.187 5.104 -1.345
C 0.299 3.845 -1.034
C 1.792 0.538 -2.759
C 2.678 -0.532 -2.918
C 2.498 -1.416 -3.968
C 1.432 -1.246 -4.844
C 0.541 -0.194 -4.677
C 0.713 0.701 -3.632
N 2.722 1.461 1.404
H 2.415 0.629 4.675
H 2.140 2.323 4.272
H 2.026 -1.385 2.572
H 1.695 -3.800 2.959
H -0.314 -4.589 4.174
H -1.972 -2.970 5.020
H -1.667 -0.552 4.634
H -2.300 1.499 2.765
H -3.988 2.742 4.052
H -3.344 3.889 6.147
H -1.010 3.785 6.952
H 0.682 2.556 5.698
H 5.138 1.048 3.587
H 5.976 1.361 0.982
H 4.340 1.184 -1.524
H 3.991 2.856 -1.127
H 2.590 3.496 -3.536
H 1.737 5.746 -4.069
H -0.035 6.768 -2.682
H -0.968 5.556 -0.747
H -0.113 3.308 -0.180
H 3.513 -0.676 -2.239
H 3.195 -2.233 -4.109
H 1.296 -1.940 -5.664
H -0.286 -0.065 -5.363
H 0.017 1.523 -3.505
C -2.384 -3.376 -5.601
C -2.955 -3.724 -4.227
S -2.803 -2.297 -3.176
O -1.398 -2.032 -2.916
O -3.615 -1.221 -3.678
C -3.587 -2.764 -1.608
C -2.705 -3.179 -0.424
N -1.468 -2.374 -0.296
C -1.430 -1.131 0.161
N -0.166 -0.661 0.079
C 0.623 -1.681 -0.446
C -0.175 -2.729 -0.666
N 0.269 -3.968 -1.292
O 1.452 -3.992 -1.561
O -0.558 -4.803 -1.588
C -2.614 -0.348 0.592
H -2.542 -4.217 -6.272
H -1.314 -3.177 -5.546
H -2.890 -2.511 -6.027
H -2.411 -4.528 -3.727
H -4.024 -3.943 -4.263
H -4.284 -3.578 -1.818
H -4.164 -1.862 -1.401
H -2.400 -4.210 -0.487
H -3.287 -3.050 0.486
H 1.676 -1.595 -0.656
H -3.182 -0.867 1.365
H -3.279 -0.162 -0.255
H -2.291 0.618 0.975
*
```